The following is a quantum chemistry calculation of a molecular structure, C32H28F4IN3O3ReS5, from OMol25.

Results
Expectation value of S² = 3.773
Spin multiplicity = 4
Electronic energy = -119528.096 eV
Net charge = 0
HOMO energy (alpha / beta) = -0.2814 / -0.3000 Eh

Geometry as XYZ:
```
77
Properties=species:S:1:pos:R:3:lowdin_charge:R:1
Re -0.35266 -0.64781 0.38555 1.223
C -1.82399 -1.72664 -2.78594 -0.071
C -0.32418 -1.68758 -2.59086 -0.239
N 0.18638 -2.17017 -1.25626 -0.232
C -0.34817 -3.56540 -1.09101 -0.232
C 0.31146 -4.46105 -0.06220 -0.112
C 1.68515 -2.16793 -1.38148 -0.163
C 2.33335 -1.57437 -0.14661 -0.230
N 1.60460 -0.34611 0.17857 -0.229
C 2.35322 0.82848 0.26976 -0.180
C 2.94826 1.39949 -0.85387 -0.147
F 2.77514 0.81692 -2.05312 0.096
C 3.71660 2.54306 -0.76862 -0.213
F 4.24689 3.05777 -1.88672 0.097
C 3.93164 3.16201 0.44521 0.071
C 3.34601 2.61222 1.56561 -0.228
F 3.50654 3.20660 2.75685 0.095
C 2.57007 1.47038 1.48782 -0.193
F 1.99823 0.99701 2.59544 0.074
H -2.05104 -1.18750 -3.70836 0.090
H -2.21728 -2.73789 -2.88104 0.079
H -2.35284 -1.22531 -1.98010 0.020
H 0.16538 -2.31304 -3.34654 0.129
H 0.03665 -0.67413 -2.70476 0.074
H -1.41021 -3.48109 -0.86944 0.083
H -0.26564 -4.03670 -2.07701 0.127
H 0.20835 -4.07983 0.94947 -0.077
H -0.19571 -5.42581 -0.10578 0.088
H 1.36697 -4.63763 -0.26838 0.070
H 2.03844 -3.17400 -1.60598 0.122
H 1.93518 -1.52757 -2.22417 0.109
H 2.29945 -2.26763 0.69864 0.045
H 3.38164 -1.34959 -0.35642 0.132
H 4.52350 4.06331 0.51198 0.143
O -0.90907 0.60894 -1.02890 -0.374
C -1.27852 1.90263 -1.45814 -0.536
C -0.33970 3.00012 -0.97354 -0.439
C 0.28332 3.95532 -1.72453 -0.100
C 1.00136 4.90506 -0.94725 -0.166
C 0.90275 4.65892 0.38546 -0.391
S -0.08693 3.30325 0.70351 1.033
C -2.69778 2.23967 -1.01729 -0.511
C -3.19117 3.43166 -0.57695 -0.123
C -4.58777 3.39098 -0.31376 -0.167
C -5.12494 2.16802 -0.57141 -0.388
S -3.95390 1.07226 -1.16121 1.055
C -1.21266 1.87398 -2.98354 -0.472
C -0.11233 1.59435 -3.74075 -0.146
C -0.36728 1.65939 -5.13478 -0.169
C -1.65642 2.00928 -5.40620 -0.406
S -2.56569 2.22515 -3.97878 1.070
H 0.22873 3.98363 -2.80199 0.117
H 1.56998 5.72184 -1.36744 0.106
H 1.35689 5.19839 1.20165 0.076
H -2.57586 4.30887 -0.43780 0.112
H -5.15763 4.22997 0.05829 0.102
H -6.14908 1.85174 -0.45146 0.069
H 0.85446 1.37466 -3.30882 0.109
H 0.37529 1.47100 -5.89674 0.102
H -2.12055 2.13921 -6.37039 0.063
O -4.17930 -2.37849 -0.77366 -0.281
S -3.63324 -2.42684 0.54819 0.634
O -3.14123 -3.67341 1.04572 -0.271
N -2.45380 -1.25133 0.73011 -0.283
C -2.78651 -0.35317 1.63499 -0.823
S -1.60099 0.77544 2.00997 0.668
C -4.12898 -0.51458 2.21168 -0.212
C -4.79110 0.28347 3.12669 0.001
C -6.07212 -0.09372 3.50626 -0.050
C -6.66754 -1.23922 2.98384 -0.052
C -5.99989 -2.04125 2.06459 -0.019
C -4.73012 -1.65007 1.69935 -0.207
H -4.32073 1.17343 3.52377 0.121
H -6.61773 0.51002 4.21886 0.110
H -7.66642 -1.51051 3.29842 0.110
H -6.45660 -2.93170 1.65465 0.127
I 0.17873 -2.13375 2.64463 0.380
```



The following is a quantum chemistry calculation of 2 unconnected molecules or ions with the total composition C13H7Cl2N4O7S, from OMol25.

Results
Electronic energy = -69757.112 eV
Net charge = -1
HOMO energy = -0.1339 Eh

Geometry as XYZ:
```
34
Properties=species:S:1:pos:R:3:nbo_charge:R:1
Cl 1.59569 -0.65138 5.80800 -0.011
C 0.82236 -0.92149 4.28755 -0.050
C -0.42751 -0.35576 4.00910 -0.245
C -0.98625 -0.46988 2.72100 -0.184
C -0.24255 -1.08039 1.69707 -0.278
S -0.95162 -1.44008 0.04334 2.143
C -1.69974 -2.97700 0.48478 -1.001
Cl -1.98444 -4.51115 -0.18313 -0.020
O -1.85189 -0.31977 -0.03570 -0.978
O 0.07791 -1.63696 -0.94427 -0.976
C 0.89882 -1.80569 2.02636 -0.186
C 1.45104 -1.70728 3.31158 -0.246
H -0.95924 0.16114 4.80521 0.219
H -2.00901 -0.12633 2.56228 0.246
H -1.39890 -2.98609 1.56390 0.209
H 1.31366 -2.49462 1.29056 0.244
H 2.36720 -2.23498 3.54237 0.218
O -3.31307 -1.52169 -7.33659 -0.345
N -4.19036 -1.38032 -6.46435 0.506
O -5.34043 -0.94856 -6.71133 -0.387
C -3.91081 -1.69021 -5.05332 0.015
C -4.68952 -1.22653 -3.99756 -0.145
C -4.48481 -1.74513 -2.67998 0.062
N -5.64876 -1.77305 -1.83736 0.487
O -6.60781 -1.02871 -2.12980 -0.401
O -5.69370 -2.59030 -0.89954 -0.346
C -3.33609 -2.47210 -2.29379 -0.114
C -2.58047 -2.96520 -3.36188 0.093
N -1.83302 -4.11923 -3.37845 -0.008
O -1.81093 -4.49656 -4.74465 -0.121
N -2.45242 -3.60453 -5.55545 -0.043
C -2.88575 -2.64265 -4.70562 0.053
H -5.54672 -0.58398 -4.23948 0.284
H -3.13613 -2.78103 -1.27696 0.304
```



The following is a quantum chemistry calculation of C6H11N in the gas phase, from OMol25.

Results
Structure (SMILES) = CCC[C@@H](C)C#N
Electronic energy = -7890.399 eV
Net charge = 0
HOMO energy = -0.4164 Eh

Geometry as XYZ:
```
18
Properties=species:S:1:pos:R:3:nbo_charge:R:1
C 1.07664 2.29624 0.80121 -0.601
C 0.51678 0.88475 0.93382 -0.404
C 0.33854 0.13507 -0.39557 -0.379
C -0.82756 -0.87032 -0.32950 -0.320
C -0.91694 -1.81013 -1.53616 -0.589
C -0.72752 -1.64721 0.91899 0.291
N -0.61241 -2.22407 1.91537 -0.336
H 1.12103 2.77935 1.78322 0.214
H 2.08710 2.30233 0.37849 0.204
H 0.43628 2.91048 0.15736 0.200
H 1.15502 0.28776 1.59574 0.215
H -0.45575 0.94269 1.44035 0.199
H 0.12771 0.83656 -1.21386 0.207
H 1.26012 -0.39617 -0.66781 0.208
H -1.75926 -0.29210 -0.26046 0.237
H -0.98138 -1.23086 -2.46277 0.215
H -0.03516 -2.45610 -1.59151 0.217
H -1.80325 -2.44828 -1.46690 0.222
```



The following is a quantum chemistry calculation of 16 unconnected molecules or ions with the total composition C3H34ClO19P, from OMol25.

Results
Electronic energy = -64373.519 eV
Net charge = 0
HOMO energy = -0.3621 Eh

Geometry as XYZ:
```
58
Properties=species:S:1:pos:R:3:nbo_charge:R:1
O 0.83437 -0.06054 1.53036 -1.081
P 0.36272 1.30573 0.84472 1.346
C -1.48520 1.07577 0.27238 -0.246
O -1.88091 -0.31512 0.67312 -0.518
C -2.40816 -0.21937 2.07495 1.017
O -3.15043 -1.14061 2.69670 -0.580
O -1.97752 1.12843 2.57579 -0.529
C -2.34387 1.97438 1.39164 0.061
Cl -4.22695 1.82400 1.31414 -0.077
H 0.32641 2.36008 1.82925 -0.027
H 1.26092 1.54845 -0.26393 0.025
H -1.57689 1.37188 -0.85677 0.297
H -2.12223 3.12627 1.45555 0.291
O 3.02376 2.98269 0.82121 -0.967
H 3.74363 2.70437 1.40705 0.494
H 3.35177 3.80143 0.41988 0.477
O 0.92859 -1.14887 -1.24928 -0.962
H 0.83327 -1.80462 -0.54231 0.493
H 1.15730 -1.67678 -2.02901 0.478
O -5.35908 -1.85192 4.61723 -0.968
H -5.11295 -1.46997 5.47304 0.474
H -4.60881 -1.63995 4.04176 0.494
O 5.53694 2.51396 0.10695 -0.974
H 6.44761 2.47990 0.43620 0.471
H 5.53822 1.90700 -0.64842 0.499
O -3.55970 -1.16974 -1.62067 -0.965
H -3.23575 -1.30002 -0.71680 0.492
H -4.48178 -1.46539 -1.58380 0.474
O -3.14298 5.16012 0.56272 -0.951
H -4.05014 4.89766 0.77965 0.481
H -3.18411 5.38922 -0.37793 0.476
O -0.69951 1.42140 -2.95573 -0.951
H -1.12971 0.68121 -3.40952 0.484
H -0.44802 2.02181 -3.67354 0.476
O 6.83539 1.66541 -2.17817 -0.970
H 7.08429 2.47908 -2.64172 0.496
H 7.20309 0.95934 -2.73067 0.479
O -5.40976 -4.90712 3.93381 -0.962
H -4.58361 -4.82692 4.43375 0.475
H -5.78386 -4.01349 3.95486 0.484
O -5.68785 0.86138 -2.10027 -0.949
H -4.77718 0.82732 -1.77102 0.483
H -5.68657 0.25442 -2.85564 0.464
O 3.46452 -1.35771 -2.37420 -0.964
H 4.39774 -1.19313 -2.17196 0.469
H 2.98614 -0.80139 -1.74124 0.494
O 4.52985 -3.71969 -0.21540 -0.957
H 4.93939 -3.22841 0.51248 0.470
H 4.07917 -3.03674 -0.73448 0.484
O -8.69371 -4.34572 3.30944 -0.940
H -7.75789 -4.58815 3.37547 0.476
H -8.69999 -3.60403 2.68586 0.465
O 5.64840 -6.52803 -1.83056 -0.947
H 6.58162 -6.36345 -1.62832 0.463
H 5.17001 -5.97172 -1.19759 0.484
O 7.01372 4.61721 -3.87993 -0.952
H 7.42326 5.10850 -3.15206 0.473
H 6.56305 5.30017 -4.39902 0.480
```



The following is a quantum chemistry calculation of a gas-phase ion, C3H9N4 (charge +1), from OMol25.

Results
Structure (SMILES) = N/C=C\N(N)C=[NH2+]
Electronic energy = -9208.286 eV
Net charge = +1
HOMO energy = -0.5032 Eh

Geometry as XYZ:
```
16
Properties=species:S:1:pos:R:3:nbo_charge:R:1
N -1.31117 0.92842 -0.18947 -0.803
C -1.78525 -0.34354 -0.00927 -0.041
C -0.87931 -1.24776 0.40129 -0.031
N 0.42866 -0.70465 0.46950 -0.271
N 1.35117 -1.43267 -0.39179 -0.692
C 0.59698 0.58117 0.57828 0.412
N 1.64356 1.24301 0.10710 -0.759
H -1.38498 1.46828 -1.01599 0.412
H -1.82835 1.64722 0.37302 0.402
H -2.82360 -0.66348 -0.35563 0.237
H -1.12866 -2.22459 0.66911 0.244
H 1.03555 -1.59253 -1.39936 0.385
H 1.58650 -2.41052 0.02969 0.403
H 0.15501 1.10041 1.42481 0.222
H 1.65632 2.18665 0.41498 0.416
H 2.51243 0.81092 -0.40245 0.466
```



The following is a quantum chemistry calculation of C4H8O in the gas phase, from OMol25.

Results
Structure (SMILES) = CCCC=O
Electronic energy = -6324.623 eV
Net charge = 0
HOMO energy = -0.3584 Eh

Geometry as XYZ:
```
13
Properties=species:S:1:pos:R:3:nbo_charge:R:1
C 1.34508 -0.76075 -0.87131 -0.601
C 0.52754 -0.24066 0.33036 -0.401
C -0.60369 0.67195 -0.10141 -0.525
C -1.73419 0.67992 0.94256 0.458
O -2.67238 1.41298 0.80773 -0.510
H 2.11486 -1.43894 -0.48086 0.207
H 1.84184 -0.03151 -1.50593 0.209
H 0.66769 -1.39802 -1.44673 0.201
H 1.20574 0.27347 1.03700 0.202
H 0.17089 -1.14085 0.85517 0.196
H -1.10263 0.35432 -1.02605 0.229
H -0.22057 1.67490 -0.28855 0.233
H -1.54018 -0.05680 1.74803 0.101
```